{"formula": "C4H6O", "method": "ωB97M-V with the def2-TZVPD basis set", "charge": 0, "smiles": "CC1=C[C@H]1O", "homo_energy_ev": -9.05, "de_lowest_kcal_mol": 56.8, "species": ["C", "C", "C", "C", "O", "H", "H", "H", "H", "H", "H"], "coordinates": [[-0.658, 1.157, -0.455], [0.065, 0.181, 0.012], [-1.392, 0.251, 0.545], [1.314, -0.410, 0.034], [-2.404, -0.543, 0.098], [-0.576, 1.985, -1.110], [-1.647, 0.668, 1.514], [1.753, -0.601, -0.923], [1.140, -1.397, 0.470], [1.861, 0.265, 0.782], [-2.466, -0.696, -0.836]]}

---

{"formula": "C4H6O", "method": "ωB97M-V with the def2-TZVPD basis set", "charge": 0, "homo_energy_ev": -9.92, "de_lowest_kcal_mol": 78.7, "species": ["C", "C", "C", "C", "H", "H", "H", "H", "H", "H", "O"], "coordinates": [[-0.452, 0.578, -0.645], [0.692, -0.138, -0.009], [0.246, -0.867, 1.142], [-0.357, -1.324, 2.124], [-0.540, 2.213, -2.019], [-1.438, -0.042, -0.596], [-0.542, 1.449, 0.089], [1.524, 0.644, 0.375], [1.082, -0.747, -0.858], [-0.996, -1.751, 2.915], [0.017, 1.093, -1.948]]}

---

{"formula": "C4H6O", "method": "ωB97M-V with the def2-TZVPD basis set", "charge": 0, "smiles": "C=C=COC", "homo_energy_ev": [-9.20, -9.20], "de_lowest_kcal_mol": 90.5, "species": ["C", "O", "C", "C", "C", "H", "H", "H", "H", "H", "H"], "coordinates": [[1.170, -0.063, 0.811], [0.508, -0.635, -0.291], [-1.730, -0.105, -0.108], [-1.211, 0.521, -1.163], [0.077, 0.286, -1.298], [0.740, 0.902, 1.130], [2.217, 0.077, 0.540], [1.100, -0.764, 1.652], [-2.038, -1.147, -0.154], [-1.683, 0.348, 0.881], [0.850, 0.580, -2.001]]}

---

{"formula": "C4H6O", "method": "ωB97M-V with the def2-TZVPD basis set", "charge": 0, "smiles": "CC=O.C#C", "homo_energy_ev": -10.18, "de_lowest_kcal_mol": 43.1, "species": ["O", "C", "C", "C", "C", "H", "H", "H", "H", "H", "H"], "coordinates": [[-1.161, -1.410, 0.713], [-1.408, -0.850, -0.331], [-1.082, 0.583, -0.630], [1.652, -0.241, 1.007], [2.643, 0.394, 0.762], [0.768, -0.807, 1.233], [-1.856, -1.450, -1.142], [-2.018, 1.151, -0.690], [-0.592, 0.644, -1.607], [-0.451, 1.007, 0.152], [3.504, 0.980, 0.531]]}